# 1
The molecule C12H13FO3. Source: the Open Molecules 2025 dataset; level of theory: the ωB97M-V functional and the def2-TZVPD basis.

The calculated total energy is -790.65296 hartree. Its charge is 0. Its orbital gap is 0.3129 hartree. As for the HOMO energy: -8.51 eV. The LUMO energy is 0.0 eV. The SMILES is O=C(O)/C=C/c1ccc(OCCCF)cc1. The multiplicity is 1.

Geometry (Å):
O  -3.706  -4.979  0.932
C  -3.635  -3.866  0.466
O  -4.669  -3.317  -0.204
C  -2.458  -3.004  0.564
C  -2.406  -1.772  0.035
C  -1.291  -0.853  0.082
C  -1.416  0.394  -0.535
C  -0.388  1.316  -0.528
C  0.813  1.009  0.106
O  1.892  1.827  0.178
C  1.834  3.103  -0.428
C  3.173  3.792  -0.196
C  4.303  3.040  -0.888
F  5.493  3.693  -0.689
C  0.951  -0.236  0.729
C  -0.077  -1.147  0.717
H  -5.404  -3.949  -0.225
H  -1.635  -3.449  1.101
H  -3.283  -1.411  -0.487
H  -2.342  0.646  -1.031
H  -0.531  2.267  -1.017
H  1.028  3.699  0.021
H  1.642  3.001  -1.505
H  3.378  3.834  0.874
H  3.125  4.812  -0.582
H  4.416  2.033  -0.476
H  4.149  2.989  -1.971
H  1.887  -0.459  1.218
H  0.058  -2.098  1.205

These are the natural (NBO) partial charges, in e, on atoms 1 to 4: -0.594, 0.752, -0.697, -0.340

=====

# 2
C12H13MgNP as an isolated structure. Source: the Open Molecules 2025 dataset; level of theory: the ωB97M-V functional and the def2-TZVPD basis.

The calculated total energy is -1060.98516 hartree. Its charge is -1. Its orbital gap (spin up / spin down) is 0.1522 / 0.1513 hartree. As for the HOMO energy (spin up / spin down): -1.27 / -1.34 eV. The LUMO energy (spin up / spin down) is 2.9 / 2.8 eV. The multiplicity is 1.

Geometry (Å):
C  -1.380  1.169  -2.472
C  -0.941  0.750  -3.778
C  0.295  0.267  -4.233
C  1.586  0.564  -3.601
C  1.487  1.257  -2.423
Mg  0.157  -0.286  -2.210
P  -2.550  0.061  -1.593
H  -1.352  2.295  -2.358
H  -1.787  0.711  -4.458
H  0.297  -0.329  -5.119
H  2.323  1.634  -1.854
H  2.498  0.161  -4.096
H  -2.355  -1.200  -0.919
H  -3.862  -0.114  -2.106
H  -2.733  0.752  -0.419
N  0.046  -0.633  -0.307
C  0.167  -0.354  0.826
C  0.379  -0.404  2.216
C  0.516  -1.715  2.701
C  0.849  -1.884  4.040
C  1.041  -0.765  4.862
C  0.825  0.540  4.371
C  0.498  0.749  3.033
H  0.395  -2.569  2.003
H  0.972  -2.903  4.413
H  1.352  -0.902  5.891
H  0.926  1.400  5.014
H  0.353  1.748  2.576

These are the natural (NBO) partial charges, in e, on atoms 1 to 4: -1.110, -0.252, -0.422, -0.484